1.
C32H61BrN3O10PS2 | wB97M-V/def2-TZVPD

Results
**Electronic energy**: -160116.6662 eV
**Kohn-Sham gap**: 8.6 eV
**Spin multiplicity**: 1
**F_max**: 4.80 eV/Å
**LUMO level**: 0.0090 hartree

Each line ends with the Löwdin charge.
CARTESIAN COORDINATES (ANGSTROEM)
C1 3.87 3.48 2.75  -0.1228
C2 2.38 3.84 2.28  -0.1761
C3 1.35 2.64 2.57  -0.2735
C4 1.81 2.07 3.99  -0.0721
C5 1.36 1.58 1.44  -0.2114
C6 0.99 0.10 1.89  -0.2468
C7 -0.36 0.02 2.71  -0.0949
C8 -1.61 -0.19 1.72  -0.1842
C9 -2.71 -1.14 2.32  -0.1434
C10 -3.54 -1.86 1.15  -0.1316
N1 -3.83 -3.24 1.63  -0.1936
C11 -3.12 -4.38 1.34  -0.0857
C12 -3.82 -5.40 2.09  -0.0914
C13 -4.95 -4.77 2.79  -0.0809
C14 -4.93 -3.34 2.44  -0.0799
O1 2.09 -0.60 2.51  -0.2027
C15 2.46 -1.78 1.81  -0.7759
Br1 3.87 -2.57 3.01  0.7487
C16 3.20 -1.52 0.45  -0.1930
C17 2.41 -1.72 -0.89  -0.1971
C18 2.49 -3.18 -1.51  -0.1489
C19 2.18 -3.10 -3.06  -0.1868
O2 3.23 -2.45 -3.80  -0.0148
C20 2.89 -1.20 -4.27  -0.4956
C21 1.61 -0.86 -5.09  0.0143
O3 3.66 -0.30 -4.05  0.0845
P1 1.13 -3.12 1.79  0.5902
N2 1.89 -4.50 1.57  -0.1907
O4 -0.08 -2.87 0.67  -0.1811
O5 0.45 -3.23 3.31  -0.1881
N3 0.53 1.84 0.24  -0.1068
C22 1.22 1.56 -1.03  -0.0582
C23 -0.01 3.20 0.13  -0.2135
O6 -0.86 3.20 -1.06  -0.2054
C24 -2.19 3.59 -0.73  -0.1177
H1 4.63 4.04 2.15  0.0539
H2 4.00 3.63 3.84  0.0718
H3 4.06 2.40 2.52  0.0626
H4 2.47 4.09 1.20  0.0617
H5 2.08 4.70 2.92  0.1112
H6 0.34 3.09 2.79  0.1251
H7 2.07 2.92 4.67  0.0855
H8 2.66 1.36 3.91  0.0825
H9 0.98 1.52 4.51  0.0728
H10 2.43 1.50 1.09  0.1159
H11 0.76 -0.42 0.92  0.1074
H12 -0.40 -0.84 3.42  0.1061
H13 -0.60 0.94 3.29  0.1015
H14 -2.05 0.83 1.56  0.1078
H15 -1.31 -0.58 0.72  0.0900
H16 -3.47 -0.60 2.94  0.1213
H17 -2.21 -1.97 2.87  0.1066
H18 -4.49 -1.32 0.91  0.0873
H19 -2.95 -1.90 0.20  0.1268
H20 -2.24 -4.42 0.68  0.1085
H21 -3.49 -6.46 2.10  0.0851
H22 -5.68 -5.26 3.45  0.0831
H23 -5.63 -2.55 2.76  0.1296
H24 3.55 -0.45 0.48  0.1173
H25 4.14 -2.13 0.38  0.0940
H26 1.34 -1.39 -0.88  0.0966
H27 2.92 -1.07 -1.65  0.0989
H28 3.45 -3.69 -1.29  0.1253
H29 1.61 -3.72 -1.09  0.0840
H30 1.18 -2.62 -3.14  0.1145
H31 2.06 -4.17 -3.39  0.1306
H32 0.74 -1.03 -4.39  0.0799
H33 1.43 -1.51 -5.97  0.0933
H34 1.61 0.23 -5.30  0.0925
H35 1.51 -4.96 0.74  -0.0213
H36 -0.92 -2.83 1.17  0.0286
H37 0.44 -4.18 3.52  0.0819
H38 0.50 1.12 -1.76  0.0982
H39 1.58 2.53 -1.49  0.0761
H40 2.11 0.91 -0.94  0.0703
H41 0.77 3.99 -0.09  0.1356
H42 -0.68 3.50 0.97  0.1240
H43 -2.83 3.31 -1.61  0.0937
H44 -2.31 4.69 -0.56  0.0928
H45 -2.59 2.97 0.12  0.0871
C25 5.20 3.49 -3.11  -0.2115
C26 6.47 2.95 -2.43  -0.2096
C27 6.38 3.34 -0.95  -0.2110
S1 4.64 3.45 -0.55  0.6808
O7 4.32 4.82 -0.23  -0.3106
O8 4.28 2.35 0.32  -0.3436
C28 4.04 3.10 -2.20  -0.2368
H46 5.08 3.08 -4.11  0.1184
H47 5.26 4.58 -3.20  0.1204
H48 6.50 1.87 -2.52  0.1198
H49 7.37 3.35 -2.89  0.1152
H50 6.85 2.59 -0.31  0.1063
H51 6.83 4.32 -0.76  0.1071
H52 3.14 3.66 -2.40  0.1026
H53 3.84 2.03 -2.27  0.0921
C29 -7.44 -2.12 -1.93  -0.2166
C30 -8.04 -0.93 -2.68  -0.2162
C31 -8.01 0.28 -1.74  -0.2213
S2 -6.63 0.01 -0.62  0.6488
O9 -7.15 -0.17 0.71  -0.3209
O10 -5.58 0.95 -0.92  -0.3297
C32 -6.17 -1.59 -1.27  -0.2374
H54 -7.23 -2.96 -2.59  0.1175
H55 -8.14 -2.46 -1.16  0.1225
H56 -7.43 -0.72 -3.57  0.1174
H57 -9.05 -1.13 -3.02  0.1151
H58 -7.85 1.21 -2.28  0.1039
H59 -8.92 0.34 -1.14  0.1063
H60 -5.81 -2.23 -0.47  0.0865
H61 -5.38 -1.44 -2.01  0.1133

=====

2.
C32H61INO10 | wB97M-V/def2-TZVPD

Results
**Electronic energy**: -64234.5776 eV
**Kohn-Sham gap (spin up / spin down)**: 8.6 / 9.3 eV
**Spin multiplicity**: 2
**F_max**: 4.74 eV/Å
**LUMO level (spin up / spin down)**: 0.0157 / 0.0136 hartree

Each line ends with the Löwdin charge.
CARTESIAN COORDINATES (ANGSTROEM)
C1 0.91 0.44 -0.04  -0.0062
C2 1.29 0.36 -1.62  -0.3971
C3 1.37 -1.24 -1.94  -0.0620
C4 0.11 0.91 -2.58  -0.1641
C5 0.05 2.51 -2.63  -0.6909
I1 -1.05 3.00 -4.50  0.8512
C6 -0.78 3.21 -1.45  -0.1531
C7 -2.02 2.39 -0.90  -0.3923
O1 -2.90 1.83 -1.60  0.0335
O2 -2.12 2.23 0.53  0.0034
C8 1.52 3.11 -2.83  -0.1632
C9 2.68 2.40 -2.00  -0.4093
C10 2.89 3.07 -0.52  -0.0400
C11 4.07 2.76 -2.78  -0.0680
N1 2.63 0.91 -1.95  -0.1318
O3 3.19 0.33 -2.99  -0.0257
H1 0.24 1.31 0.22  0.0573
H2 1.91 0.60 0.52  0.0913
H3 0.37 -0.51 0.31  0.0957
H4 1.14 -1.38 -3.06  0.0843
H5 0.54 -1.80 -1.38  0.0739
H6 2.37 -1.69 -1.63  0.0746
H7 -0.88 0.39 -2.34  0.1285
H8 0.39 0.57 -3.64  0.1032
H9 -1.22 4.20 -1.90  0.0803
H10 -0.16 3.54 -0.55  0.1075
H11 -1.65 3.01 0.93  0.1173
H12 1.48 4.20 -2.47  0.1370
H13 1.77 3.19 -3.96  0.0902
H14 3.64 3.94 -0.64  0.0833
H15 1.93 3.55 -0.12  0.0729
H16 3.36 2.30 0.15  0.0634
H17 4.94 2.16 -2.34  0.0988
H18 3.96 2.59 -3.92  0.0861
H19 4.28 3.89 -2.67  0.0879
C12 3.61 -5.68 0.24  -0.0263
C13 3.17 -4.69 -0.80  -0.4875
O4 2.86 -3.55 -0.50  0.0439
C14 3.13 -5.16 -2.23  -0.0267
H20 3.59 -5.21 1.23  0.0726
H21 2.93 -6.54 0.25  0.0838
H22 4.63 -6.01 0.03  0.0883
H23 2.43 -5.99 -2.33  0.0736
H24 4.13 -5.47 -2.55  0.0890
H25 2.80 -4.34 -2.87  0.0811
C15 -3.33 7.47 0.30  -0.0209
C16 -3.05 6.83 -1.03  -0.4826
O5 -2.18 5.99 -1.16  0.0460
C17 -3.89 7.27 -2.20  -0.0166
H26 -2.65 7.06 1.05  0.0830
H27 -3.17 8.55 0.24  0.0873
H28 -4.36 7.26 0.61  0.0878
H29 -3.76 8.34 -2.37  0.0878
H30 -4.94 7.05 -2.01  0.0885
H31 -3.58 6.73 -3.09  0.0857
C18 1.92 -8.80 3.81  -0.0262
C19 1.89 -7.30 3.63  -0.4995
O6 2.87 -6.69 3.26  0.0552
C20 0.59 -6.60 3.92  -0.0240
H32 2.92 -9.17 3.56  0.0831
H33 1.69 -9.05 4.85  0.0851
H34 1.20 -9.27 3.14  0.0850
H35 0.30 -6.75 4.96  0.0855
H36 -0.19 -6.97 3.25  0.0851
H37 0.71 -5.53 3.74  0.0855
C21 -4.07 0.59 5.57  -0.0255
C22 -3.02 1.07 4.60  -0.4983
O7 -1.88 1.31 4.97  0.0555
C23 -3.43 1.24 3.17  -0.0264
H38 -3.63 0.51 6.57  0.0794
H39 -4.89 1.30 5.61  0.0855
H40 -4.43 -0.40 5.27  0.0856
H41 -4.23 1.98 3.10  0.0941
H42 -3.77 0.29 2.76  0.0794
H43 -2.58 1.60 2.59  0.0512
C24 -0.57 -4.34 -2.57  -0.0125
C25 -0.27 -4.99 -3.90  -0.4913
O8 0.61 -5.83 -4.01  0.0519
C26 -1.10 -4.57 -5.08  -0.0219
H44 0.10 -4.74 -1.81  0.0797
H45 -0.42 -3.26 -2.65  0.0590
H46 -1.60 -4.56 -2.28  0.0900
H47 -0.97 -3.50 -5.26  0.0865
H48 -2.16 -4.79 -4.90  0.0851
H49 -0.78 -5.12 -5.97  0.0833
C27 -6.05 -0.09 0.26  -0.0156
C28 -6.99 -0.24 1.43  -0.4993
O9 -6.59 -0.15 2.58  0.0510
C29 -8.44 -0.51 1.13  -0.0275
H50 -5.04 0.11 0.63  0.0702
H51 -6.04 -1.00 -0.33  0.0886
H52 -6.37 0.76 -0.36  0.0909
H53 -8.54 -1.45 0.58  0.0850
H54 -8.86 0.31 0.55  0.0851
H55 -8.99 -0.60 2.07  0.0819
C30 6.47 2.08 2.88  -0.0210
C31 5.70 3.20 2.26  -0.4837
O10 4.59 3.02 1.78  0.0416
C32 6.34 4.57 2.24  -0.0217
H56 5.89 1.16 2.82  0.0859
H57 7.42 1.93 2.35  0.0864
H58 6.67 2.30 3.94  0.0862
H59 7.27 4.53 1.68  0.0864
H60 6.52 4.90 3.27  0.0858
H61 5.66 5.28 1.76  0.0827

=====

3.
C32H62BNO9P | wB97M-V/def2-TZVPD

Results
**Total charge**: +1
**Electronic energy**: -64060.8082 eV
**Kohn-Sham gap**: 6.6 eV
**Energy above the lowest of the compared OMol25 structures with the same formula, charge and spin**: 0.0 kJ/mol
**Spin multiplicity**: 1
**F_max**: 4.14 eV/Å
**LUMO level**: -0.1537 hartree

Each line ends with the Löwdin charge.
CARTESIAN COORDINATES (ANGSTROEM)
C1 0.22 3.49 1.18  -0.1111
O1 -0.07 2.92 -0.12  -0.2368
C2 0.80 1.79 -0.42  -0.2128
C3 -0.08 0.75 -1.28  -0.1522
C4 0.77 -0.37 -2.05  -0.1779
C5 1.87 -1.12 -1.15  -0.1814
C6 1.22 -2.18 -0.10  -0.1073
C7 1.71 -1.77 1.36  -0.0225
C8 3.21 -2.13 1.72  -0.0674
C9 4.20 -2.89 0.73  -0.1326
C10 4.01 -4.52 0.77  -0.1520
C11 3.17 -5.01 2.05  -0.2504
O2 3.08 -6.48 2.12  -0.0993
C12 3.71 -1.68 3.14  0.0089
N1 2.84 -0.99 4.06  -0.2536
P1 3.52 -0.47 5.64  0.9165
C13 4.12 1.31 5.31  -0.2698
O3 2.27 -0.37 6.81  -0.3346
C14 1.45 -0.69 3.78  0.0385
C15 0.80 -1.06 2.42  0.0737
B1 -0.77 -0.74 2.04  -0.5049
O4 -1.20 0.63 2.16  0.1119
O5 -1.59 -1.86 1.68  -0.0205
C16 -2.44 -1.60 0.53  -0.0842
H1 0.38 4.63 1.11  0.0955
H2 1.13 3.05 1.71  0.0898
H3 -0.69 3.34 1.88  0.0968
H4 1.69 2.21 -1.03  0.1469
H5 1.22 1.26 0.51  0.1053
H6 -0.90 0.36 -0.60  0.0809
H7 -0.62 1.38 -2.09  0.1187
H8 1.23 0.11 -3.00  0.1283
H9 0.04 -1.18 -2.44  0.1228
H10 2.61 -0.41 -0.63  0.1162
H11 2.50 -1.76 -1.88  0.1164
H12 0.09 -2.31 -0.21  0.1082
H13 1.68 -3.23 -0.32  0.1198
H14 5.30 -2.70 1.01  0.1250
H15 4.00 -2.55 -0.34  0.0996
H16 5.03 -5.06 0.73  0.1297
H17 3.42 -4.88 -0.16  0.1171
H18 2.08 -4.64 1.99  0.1267
H19 3.69 -4.62 3.01  0.1233
H20 2.15 -6.66 2.36  0.0923
H21 4.79 -1.87 3.49  0.1367
H22 4.73 1.71 6.20  0.0637
H23 4.75 1.36 4.35  0.0549
H24 3.22 2.02 5.15  0.0569
H25 2.69 -0.16 7.68  0.0830
H26 0.83 -0.15 4.59  0.1480
H27 -1.77 0.91 1.42  0.1068
H28 -3.14 -2.51 0.43  0.1226
H29 -1.88 -1.53 -0.47  0.0861
H30 -3.13 -0.69 0.67  0.1154
C17 -0.94 7.71 -2.24  -0.1773
C18 -0.70 6.57 -1.28  -0.1863
C19 -1.43 5.42 -1.96  -0.2091
O6 -1.36 5.67 -3.37  -0.1433
C20 -0.89 7.01 -3.59  -0.2047
H31 -0.21 8.52 -2.16  0.1154
H32 -1.93 8.13 -2.08  0.1178
H33 0.37 6.35 -1.23  0.1144
H34 -1.06 6.76 -0.27  0.1129
H35 -2.48 5.40 -1.67  0.1191
H36 -0.98 4.45 -1.73  0.0951
H37 0.14 6.94 -3.96  0.1169
H38 -1.50 7.50 -4.34  0.1183
C21 -4.28 1.47 -4.25  -0.1638
C22 -5.13 0.37 -3.64  -0.1648
C23 -4.14 -0.31 -2.72  -0.2070
O7 -3.21 0.69 -2.29  -0.1724
C24 -3.39 1.87 -3.09  -0.1968
H39 -4.86 2.30 -4.65  0.1221
H40 -3.67 1.06 -5.07  0.0984
H41 -5.94 0.82 -3.06  0.1181
H42 -5.56 -0.30 -4.38  0.1198
H43 -3.57 -1.08 -3.25  0.1180
H44 -4.62 -0.77 -1.85  0.1113
H45 -3.88 2.63 -2.47  0.1200
H46 -2.42 2.25 -3.42  0.1121
C25 -1.49 0.94 -8.68  -0.1770
C26 -1.14 -0.53 -8.74  -0.1785
C27 -1.76 -1.05 -7.46  -0.2066
O8 -2.91 -0.23 -7.19  -0.1573
C28 -2.87 0.91 -8.06  -0.2047
H47 -1.47 1.44 -9.66  0.1169
H48 -0.79 1.46 -8.02  0.1165
H49 -1.62 -0.99 -9.61  0.1182
H50 -0.07 -0.72 -8.80  0.1148
H51 -1.07 -0.95 -6.61  0.1125
H52 -2.07 -2.10 -7.54  0.1174
H53 -3.64 0.79 -8.82  0.1205
H54 -3.08 1.82 -7.48  0.1132
C29 1.29 -3.55 7.16  -0.1945
C30 0.10 -2.82 7.73  -0.1883
C31 -0.63 -3.93 8.47  -0.1987
O9 0.37 -4.85 8.91  -0.1295
C32 1.61 -4.54 8.26  -0.2000
H55 2.13 -2.89 6.92  0.0729
H56 1.00 -4.08 6.25  0.1153
H57 0.44 -2.05 8.44  0.1105
H58 -0.52 -2.33 6.98  0.1110
H59 -1.31 -4.46 7.80  0.1194
H60 -1.19 -3.56 9.33  0.1210
H61 2.28 -4.10 9.01  0.1193
H62 2.08 -5.45 7.89  0.1198

=====

4.
C32H62Br10O21 | wB97M-V/def2-TZVPD

Results
**Electronic energy**: -777609.0824 eV
**Kohn-Sham gap**: 9.6 eV
**Spin multiplicity**: 1
**F_max**: 5.29 eV/Å
**LUMO level**: 0.0028 hartree

Each line ends with the Löwdin charge.
CARTESIAN COORDINATES (ANGSTROEM)
C1 -8.01 8.16 24.17  0.0028
C2 -8.82 7.42 23.02  -0.2615
C3 -10.10 8.05 22.48  -0.1055
O1 -9.81 8.60 21.18  0.0231
C4 -8.57 8.16 20.82  -0.5452
O2 -8.08 8.39 19.73  0.1173
O3 -7.99 7.49 21.86  0.0209
H1 -7.03 7.70 24.27  0.0756
H2 -8.43 8.14 25.18  0.0284
H3 -7.92 9.22 23.90  0.0669
H4 -8.97 6.40 23.36  0.1097
H5 -10.55 8.74 23.19  0.1229
H6 -10.89 7.31 22.34  0.0476
Br1 -8.56 1.94 19.83  0.6374
C5 -7.16 2.41 21.15  -0.6400
C6 -7.91 3.20 22.24  -0.6796
Br2 -6.55 3.76 23.57  0.6575
H7 -6.43 2.97 20.57  0.0147
H8 -6.69 1.47 21.45  0.0582
H9 -8.52 2.49 22.80  0.0377
H10 -8.36 4.13 21.90  0.0038
Br3 -10.78 9.01 26.78  0.6252
C7 -12.57 9.08 25.89  -0.6325
C8 -13.09 10.48 26.04  -0.6337
Br4 -12.03 11.73 24.84  0.6231
H11 -13.32 8.44 26.37  0.0641
H12 -12.48 8.86 24.83  0.0355
H13 -13.11 10.82 27.07  0.0563
H14 -14.14 10.60 25.79  0.0622
Br5 -11.10 4.27 22.56  0.6997
C9 -12.35 3.65 21.22  -0.6474
C10 -11.83 3.99 19.80  -0.5775
Br6 -11.32 5.91 19.86  0.7706
H15 -13.28 4.17 21.48  0.0487
H16 -12.56 2.59 21.28  0.0690
H17 -12.58 3.74 19.05  0.0723
H18 -11.01 3.35 19.48  -0.0072
Br7 -4.72 10.95 23.11  0.5273
C11 -5.37 10.36 21.23  -0.5413
C12 -4.95 11.44 20.19  -0.6434
Br8 -2.98 11.69 20.26  0.5661
H19 -6.43 10.13 21.22  0.0382
H20 -4.79 9.46 21.01  0.0285
H21 -5.42 12.37 20.49  0.0323
H22 -5.31 11.26 19.18  0.0539
Br9 -5.24 5.85 20.52  0.6138
C13 -3.66 5.45 21.74  -0.6330
C14 -3.56 6.58 22.71  -0.7048
Br10 -1.93 6.36 23.78  0.6461
H23 -2.74 5.20 21.23  0.0568
H24 -3.88 4.48 22.20  0.0183
H25 -4.45 6.83 23.29  0.0522
H26 -3.52 7.55 22.21  0.0360
C15 -9.02 11.72 20.00  0.0359
O4 -7.80 12.03 19.23  0.0290
C16 -7.88 12.70 18.15  -0.6303
O5 -8.92 13.14 17.59  0.0832
O6 -6.64 12.88 17.71  -0.0212
C17 -6.36 13.40 16.41  -0.0268
H27 -8.73 11.21 20.92  0.0795
H28 -9.71 11.09 19.43  0.0972
H29 -9.54 12.58 20.40  0.0744
H30 -5.29 13.30 16.20  0.0979
H31 -6.75 14.39 16.18  0.0957
H32 -6.88 12.71 15.74  0.0970
C18 -5.68 9.78 26.91  -0.0335
O7 -4.91 8.61 26.64  0.0257
C19 -5.16 7.48 27.19  -0.6309
O8 -6.00 7.26 28.03  0.1315
O9 -4.23 6.63 26.70  -0.0296
C20 -4.21 5.22 26.93  -0.0503
H33 -5.78 10.08 27.95  0.0970
H34 -6.70 9.76 26.51  0.0857
H35 -5.23 10.70 26.56  0.0832
H36 -3.60 4.63 26.24  0.0790
H37 -5.18 4.79 26.67  0.0715
H38 -4.03 4.92 27.96  0.0971
C21 -8.15 15.73 20.12  0.0087
O10 -8.78 14.89 21.16  -0.0030
C22 -8.00 14.21 21.99  -0.6316
O11 -6.77 14.12 22.03  0.0913
O12 -8.79 13.49 22.72  -0.0026
C23 -8.25 12.49 23.60  -0.0262
H39 -8.87 15.87 19.32  0.0957
H40 -7.23 15.34 19.69  0.0911
H41 -7.88 16.70 20.55  0.0928
H42 -8.83 12.23 24.48  0.0737
H43 -7.30 12.88 23.96  0.0782
H44 -8.00 11.55 23.10  0.0599
C24 -10.84 8.68 17.66  -0.0721
O13 -11.44 8.89 16.37  0.0083
C25 -12.40 8.03 15.92  -0.5545
O14 -12.88 7.05 16.56  0.0524
O15 -12.75 8.47 14.76  0.0166
C26 -13.88 7.94 14.08  -0.0209
H45 -9.85 9.12 17.62  0.0873
H46 -10.74 7.66 18.02  0.0000
H47 -11.31 9.13 18.53  0.0612
H48 -14.13 8.76 13.40  0.0981
H49 -14.68 7.71 14.78  0.0972
H50 -13.65 7.04 13.53  0.0969
C27 -8.96 4.48 26.07  -0.0611
O16 -10.19 5.17 26.26  -0.0158
C28 -11.30 4.54 26.57  -0.5674
O17 -11.48 3.30 26.74  0.0694
O18 -12.22 5.49 26.77  -0.0375
C29 -13.47 5.17 27.40  -0.0383
H51 -9.17 3.47 25.70  0.0854
H52 -8.40 4.31 26.98  0.1019
H53 -8.25 4.94 25.37  0.0140
H54 -13.32 4.43 28.18  0.0948
H55 -14.05 4.70 26.60  0.0966
H56 -14.04 5.97 27.86  0.0903
C30 -12.40 13.03 20.77  -0.0608
O19 -12.51 11.91 21.66  -0.0697
C31 -12.75 10.69 21.04  -0.4693
O20 -12.76 10.54 19.79  0.0721
O21 -12.95 9.71 21.95  -0.0381
C32 -13.35 8.44 21.47  -0.0656
H57 -11.75 13.85 21.07  0.0922
H58 -13.28 13.45 20.28  0.1022
H59 -11.75 12.79 19.93  0.0737
H60 -14.43 8.38 21.36  0.1060
H61 -13.07 7.63 22.15  0.0763
H62 -12.82 8.21 20.54  0.0442